[1]
{"formula": "C44H39GaN3O4PS2", "method": "ωB97M-V/def2-TZVPD", "e_lumo_ev": -5.39, "total_energy_ev": -142245.0075, "relative_energy_kj_mol": 0.00, "total_charge": 2, "homo_energy_ev": -13.357, "gap_ev": 7.97, "symbols": ["Ga", "O", "N", "C", "C", "C", "C", "C", "C", "C", "P", "C", "C", "C", "C", "C", "C", "C", "C", "C", "C", "C", "C", "H", "H", "H", "H", "H", "H", "H", "H", "H", "H", "H", "H", "H", "H", "H", "H", "O", "S", "C", "C", "C", "C", "C", "C", "C", "C", "C", "C", "C", "C", "H", "H", "H", "H", "H", "H", "H", "H", "H", "H", "S", "C", "C", "C", "C", "C", "C", "H", "H", "H", "H", "H", "O", "C", "N", "C", "O", "C", "C", "C", "C", "N", "C", "H", "H", "H", "H", "H", "H", "H", "H"], "coordinates": [[-0.111517, -0.036054, 1.195119], [0.704632, 0.051902, 3.950157], [-0.139560, -0.860030, 3.325042], [-0.945508, -1.484881, 4.082614], [-1.896737, -2.513426, 3.642089], [-2.429962, -3.281549, 4.674884], [-3.297711, -4.328441, 4.413425], [-3.648419, -4.612696, 3.104282], [-3.136410, -3.842542, 2.069127], [-2.266205, -2.784868, 2.316639], [-1.697069, -1.875769, 0.840545], [-0.921681, -3.203326, -0.136753], [0.189819, -3.826555, 0.439257], [0.817382, -4.880442, -0.203321], [0.337649, -5.324308, -1.431706], [-0.771043, -4.719338, -2.000718], [-1.407062, -3.661046, -1.355641], [-3.192457, -1.342657, -0.019057], [-3.068314, -0.894016, -1.336537], [-4.182660, -0.450115, -2.028168], [-5.424389, -0.429818, -1.404594], [-5.545867, -0.838341, -0.083829], [-4.433321, -1.293670, 0.613245], [0.468561, 0.110875, 4.890943], [-0.910308, -1.291476, 5.155457], [-2.152043, -3.059614, 5.699233], [-3.692841, -4.920033, 5.228542], [-4.322674, -5.430301, 2.884003], [-3.420372, -4.072357, 1.048326], [0.537012, -3.511633, 1.419065], [1.666887, -5.370246, 0.255615], [0.821578, -6.152200, -1.934851], [-1.155902, -5.077922, -2.946918], [-2.281980, -3.211143, -1.804299], [-2.103634, -0.892208, -1.822905], [-4.077924, -0.110890, -3.051065], [-6.298098, -0.089451, -1.947170], [-6.510009, -0.810633, 0.406863], [-4.541504, -1.602303, 1.645982], [0.189304, -0.283571, -0.732939], [1.041980, -0.257592, -2.008308], [-0.016777, 0.291648, -3.305992], [-0.022228, -0.480320, -4.459696], [-0.798723, -0.065102, -5.535814], [-1.544940, 1.098470, -5.433749], [-1.541382, 1.848667, -4.256705], [-0.772419, 1.453135, -3.178059], [2.151957, 1.114547, -1.822102], [1.842177, 2.179350, -0.987824], [2.718146, 3.252907, -0.932690], [3.871656, 3.254219, -1.708288], [4.170202, 2.174970, -2.531586], [3.308218, 1.088963, -2.591374], [0.568455, -1.387288, -4.519346], [-0.817469, -0.650339, -6.445752], [-2.132147, 1.432984, -6.279604], [-2.135656, 2.749164, -4.183190], [-0.766068, 2.035152, -2.262461], [0.941542, 2.178318, -0.390515], [2.496056, 4.094002, -0.287025], [4.544229, 4.102116, -1.669184], [5.076273, 2.175551, -3.123881], [3.539904, 0.233671, -3.217496], [-0.734856, 1.962481, 1.877051], [-1.567541, 2.716350, 0.489623], [-0.958554, 3.832441, -0.084273], [-1.621195, 4.558479, -1.064959], [-2.889048, 4.170982, -1.476919], [-3.487271, 3.050793, -0.913790], [-2.834641, 2.325026, 0.074454], [0.024727, 4.138114, 0.253193], [-1.152815, 5.436783, -1.492486], [-3.418921, 4.753390, -2.221056], [-4.478128, 2.749326, -1.228860], [-3.324578, 1.481356, 0.541822], [6.075863, 4.716451, 1.900995], [6.370301, 3.717149, 2.833658], [5.809884, 2.421474, 2.456824], [4.472468, 2.293383, 2.410462], [3.710433, 3.189096, 2.739601], [3.898771, 0.981619, 1.930663], [4.614330, -0.153087, 1.593283], [3.939300, -1.281609, 1.142599], [2.569116, -1.240768, 1.047508], [1.871112, -0.142857, 1.397079], [2.520240, 0.939617, 1.830056], [5.159266, 4.983655, 2.041741], [5.996396, 3.964545, 3.824912], [7.448639, 3.603317, 2.868494], [6.406353, 1.761155, 1.989763], [5.693506, -0.186447, 1.676008], [4.472980, -2.177220, 0.857615], [2.005498, -2.083751, 0.674619], [1.935735, 1.808675, 2.100996]], "atomic_forces_ev_per_a": [[-0.384, -0.535, -0.003], [-0.064, -0.188, -0.070], [0.211, 0.581, 0.394], [-0.117, -0.231, -0.265], [0.094, 0.220, 0.084], [-0.042, -0.068, 0.078], [-0.011, -0.015, 0.017], [-0.017, -0.017, -0.033], [0.017, -0.051, -0.010], [0.016, 0.091, -0.041], [0.109, -0.207, -0.004], [0.035, -0.028, 0.077], [-0.078, -0.002, -0.008], [-0.018, 0.023, -0.014], [0.026, 0.001, 0.006], [-0.035, 0.062, 0.024], [0.056, -0.009, -0.045], [0.062, 0.147, -0.057], [-0.069, 0.015, 0.006], [0.001, 0.026, 0.026], [-0.001, 0.021, -0.001], [0.039, -0.019, 0.017], [-0.035, 0.048, 0.037], [0.017, 0.055, -0.004], [-0.015, -0.060, 0.020], [-0.012, -0.020, -0.048], [0.000, 0.020, -0.019], [0.025, 0.025, -0.002], [0.001, -0.002, 0.020], [0.001, -0.038, 0.027], [-0.019, 0.018, 0.005], [-0.021, 0.034, 0.025], [-0.006, 0.019, 0.025], [-0.006, -0.037, -0.006], [0.058, 0.037, -0.036], [-0.002, -0.020, 0.010], [0.038, -0.011, 0.029], [0.024, 0.006, -0.002], [-0.007, -0.004, -0.064], [-0.479, 0.147, -0.349], [0.414, -0.235, 0.016], [-0.018, 0.109, 0.114], [-0.062, -0.015, -0.013], [0.027, -0.023, 0.037], [0.000, 0.044, 0.044], [-0.042, -0.026, -0.032], [-0.065, 0.002, -0.074], [-0.104, 0.078, -0.066], [0.161, -0.002, -0.122], [-0.006, 0.012, 0.006], [0.041, 0.013, 0.000], [0.008, -0.006, 0.017], [0.055, -0.028, 0.098], [-0.007, 0.033, 0.012], [0.016, 0.032, 0.016], [-0.015, -0.019, 0.037], [-0.003, 0.018, -0.015], [0.014, -0.012, -0.012], [-0.028, -0.030, -0.042], [0.028, -0.025, -0.003], [-0.011, -0.040, 0.018], [-0.038, 0.011, 0.012], [-0.039, 0.055, -0.005], [-0.255, 0.013, 0.150], [0.144, 0.150, -0.078], [-0.113, -0.014, -0.063], [0.048, 0.003, 0.013], [-0.020, -0.031, -0.032], [0.025, -0.021, -0.021], [-0.016, 0.045, -0.039], [-0.088, 0.056, 0.037], [-0.018, -0.034, 0.017], [0.026, -0.035, 0.017], [0.002, 0.008, 0.018], [-0.012, -0.040, 0.015], [-0.021, -0.063, 0.020], [0.024, 0.025, -0.114], [0.017, 0.014, -0.002], [-0.090, 0.044, -0.022], [0.046, -0.060, -0.014], [0.106, 0.037, 0.021], [0.112, -0.022, -0.002], [0.038, -0.008, -0.047], [0.020, 0.201, 0.032], [0.397, -0.196, 0.134], [-0.053, -0.097, -0.023], [0.023, 0.015, 0.028], [-0.039, 0.032, 0.049], [0.059, 0.026, 0.011], [-0.011, -0.012, -0.001], [-0.012, -0.001, -0.004], [-0.008, 0.006, 0.025], [-0.042, -0.001, -0.029], [-0.010, -0.015, 0.011]]}

---

[2]
{"formula": "C44H39N5O5SiTb", "method": "ωB97M-V/def2-TZVPD", "multiplicity": 7, "e_lumo_ev": [-2.76, -2.76], "total_energy_ev": -94261.7201, "relative_energy_kj_mol": 0.00, "total_charge": 1, "homo_energy_ev": [-10.879, -10.879], "gap_ev": [8.12, 8.12], "symbols": ["Tb", "C", "C", "C", "C", "C", "C", "C", "N", "N", "C", "C", "C", "C", "C", "C", "N", "C", "C", "C", "C", "C", "C", "N", "H", "H", "H", "H", "H", "H", "H", "H", "H", "H", "H", "H", "H", "H", "H", "H", "H", "H", "H", "H", "O", "C", "O", "C", "C", "C", "C", "C", "C", "N", "O", "O", "H", "H", "H", "H", "O", "Si", "C", "C", "C", "C", "C", "C", "C", "C", "C", "C", "C", "C", "C", "C", "C", "C", "C", "C", "H", "H", "H", "H", "H", "H", "H", "H", "H", "H", "H", "H", "H", "H", "H"], "coordinates": [[-0.880011, -0.530587, 0.824169], [-3.416122, 1.202291, 2.835486], [-3.660700, 1.473304, 1.342555], [-2.614795, 2.415563, 0.819348], [-2.911405, 3.713706, 0.425248], [-1.877822, 4.569832, 0.078576], [-0.570792, 4.119123, 0.164692], [-0.358137, 2.810423, 0.565799], [-1.350781, 1.967149, 0.860133], [-2.312932, 0.246523, 3.089234], [-1.338309, 0.769649, 4.054197], [-0.014576, 0.039444, 4.023068], [0.991690, 0.357190, 4.931295], [2.200963, -0.310899, 4.855976], [2.374250, -1.294283, 3.888602], [1.319465, -1.547411, 3.030360], [0.152094, -0.900089, 3.088584], [-2.856945, -1.026015, 3.595233], [-3.609250, -1.774449, 2.527451], [-4.983493, -1.946866, 2.584889], [-5.598451, -2.713543, 1.602559], [-4.808282, -3.285049, 0.616513], [-3.443301, -3.031081, 0.626035], [-2.845791, -2.276213, 1.545305], [-4.332206, 0.831993, 3.304550], [-3.183533, 2.150948, 3.324305], [-4.648503, 1.917081, 1.215884], [-3.673407, 0.534510, 0.776872], [-3.939769, 4.043324, 0.393709], [-2.094472, 5.578602, -0.242949], [0.271035, 4.749935, -0.077624], [0.643653, 2.409167, 0.642297], [-1.738922, 0.737843, 5.079016], [-1.152583, 1.821641, 3.821517], [0.823428, 1.119703, 5.678240], [2.998189, -0.069949, 5.544641], [3.297487, -1.843983, 3.793535], [1.410308, -2.294421, 2.248613], [-3.499411, -0.851017, 4.469255], [-2.018679, -1.648606, 3.913127], [-5.549488, -1.516926, 3.398927], [-6.667075, -2.872765, 1.617155], [-5.230962, -3.911234, -0.154145], [-2.797445, -3.463019, -0.126894], [-2.171473, -0.763766, -1.000906], [-1.446882, -1.729217, -1.392614], [-0.636644, -2.264279, -0.597908], [-1.534855, -2.200866, -2.801116], [-2.344324, -1.517745, -3.707390], [-2.411873, -1.938082, -5.022239], [-1.664019, -3.050615, -5.391751], [-0.850984, -3.749095, -4.506734], [-0.787374, -3.308639, -3.198704], [-1.733232, -3.512231, -6.791073], [-2.430373, -2.866204, -7.557841], [-1.147512, -4.548141, -7.066774], [-2.908342, -0.660297, -3.371828], [-3.019077, -1.432668, -5.757594], [-0.292486, -4.604322, -4.852183], [-0.158326, -3.809715, -2.477063], [1.164895, -0.100783, 0.471945], [2.389407, 0.481901, -0.415748], [3.299697, 1.814565, 0.572516], [3.917388, 1.457037, 1.782747], [4.518990, 2.397731, 2.593932], [4.522160, 3.730985, 2.227216], [3.915703, 4.109564, 1.029767], [3.318452, 3.160319, 0.225875], [3.574217, -0.900854, -0.930025], [4.952703, -0.803395, -0.788886], [5.790629, -1.817095, -1.218922], [5.258132, -2.955120, -1.797590], [3.885252, -3.075169, -1.945810], [3.055024, -2.055376, -1.516723], [1.671316, 1.294064, -1.972479], [2.469059, 1.922346, -2.927422], [1.909687, 2.529221, -4.037154], [0.535765, 2.514215, -4.223064], [-0.274402, 1.876196, -3.301111], [0.303128, 1.280587, -2.194498], [3.932508, 0.419042, 2.076853], [5.001980, 2.091625, 3.513742], [4.997982, 4.472761, 2.853618], [3.927217, 5.148087, 0.728286], [2.861846, 3.476660, -0.704856], [5.386420, 0.083826, -0.340291], [6.861856, -1.718659, -1.103265], [5.910874, -3.748115, -2.135598], [3.466776, -3.963913, -2.400477], [1.981574, -2.158797, -1.635965], [3.545152, 1.936816, -2.807809], [2.546726, 3.012115, -4.765918], [0.103784, 2.989800, -5.092674], [-1.347378, 1.839361, -3.443927], [-0.320954, 0.743791, -1.477907]], "atomic_forces_ev_per_a": [[0.771, 0.644, 1.755], [-0.039, 0.080, -0.021], [-0.065, -0.035, 0.054], [-0.049, 0.132, -0.018], [0.011, -0.212, 0.059], [0.100, -0.032, -0.005], [-0.099, -0.136, 0.119], [0.176, 0.209, -0.161], [0.019, -0.067, -0.113], [0.107, -0.163, -0.084], [-0.001, 0.175, -0.005], [0.105, -0.099, 0.084], [-0.152, -0.085, -0.138], [-0.053, -0.079, -0.100], [-0.338, 0.094, 0.006], [0.355, -0.235, 0.053], [0.079, 0.166, 0.163], [-0.014, -0.079, 0.083], [0.023, 0.082, 0.237], [0.147, -0.228, -0.108], [0.196, -0.011, -0.069], [0.051, 0.098, 0.137], [-0.147, -0.137, -0.057], [-0.113, 0.226, 0.051], [0.012, 0.008, -0.078], [-0.040, -0.024, -0.006], [0.001, 0.008, 0.017], [0.016, 0.010, 0.011], [-0.041, 0.005, 0.003], [0.003, 0.047, -0.019], [0.026, 0.020, 0.002], [0.022, 0.025, -0.007], [0.011, 0.029, -0.060], [0.009, -0.062, -0.025], [-0.014, 0.048, 0.031], [0.035, 0.010, 0.028], [0.041, -0.038, -0.005], [0.053, 0.053, 0.020], [0.018, 0.013, -0.070], [-0.093, 0.019, -0.006], [-0.024, 0.024, 0.015], [-0.043, -0.014, -0.004], [-0.028, -0.025, -0.029], [-0.011, 0.005, -0.039], [-0.610, 0.344, -0.507], [-0.274, -0.190, -1.017], [0.378, -0.728, -0.026], [-0.012, -0.018, -0.064], [0.097, -0.110, 0.130], [0.217, -0.299, -0.109], [0.140, 0.175, 0.273], [-0.230, 0.217, -0.233], [-0.080, 0.160, 0.093], [-0.478, -0.509, -0.418], [0.548, -0.307, 0.318], [-0.213, 0.717, 0.040], [-0.022, 0.031, 0.021], [0.003, -0.010, -0.006], [0.017, -0.022, -0.026], [0.007, -0.018, 0.025], [-0.646, 0.033, 0.029], [0.453, 0.007, -0.431], [0.008, -0.489, 0.314], [-0.244, -0.045, -0.478], [0.158, -0.038, 0.282], [-0.183, 0.280, -0.409], [0.355, 0.207, 0.551], [-0.204, -0.013, -0.404], [-0.435, 0.428, 0.218], [0.115, 0.302, 0.116], [0.211, -0.090, -0.019], [0.083, -0.093, -0.037], [-0.060, -0.097, -0.048], [-0.191, -0.023, 0.017], [0.273, -0.182, 0.333], [0.138, -0.001, 0.056], [0.090, 0.081, -0.121], [-0.060, 0.064, -0.123], [-0.206, 0.009, -0.042], [-0.164, -0.398, 0.348], [0.003, -0.217, 0.087], [0.001, -0.013, 0.018], [0.014, 0.019, 0.022], [-0.011, 0.047, -0.018], [-0.033, 0.019, -0.052], [0.004, 0.007, 0.005], [0.024, -0.001, 0.001], [0.027, -0.030, -0.013], [-0.012, -0.014, -0.010], [-0.050, -0.010, -0.008], [0.092, 0.000, 0.017], [0.015, 0.017, -0.022], [-0.028, 0.012, -0.035], [-0.017, 0.001, -0.010], [-0.027, 0.317, -0.330]]}